{
  "formula": "ClH2O3P",
  "method": "ωB97M-V/def2-TZVPD",
  "e_homo_ev": -10.30,
  "smiles": "OP(O)OCl",
  "homo_lumo_gap_ev": 9.93,
  "energy_ha": -1028.46586,
  "spin_multiplicity": 1,
  "de_lowest_ev": 2.599,
  "charge": 0,
  "species": ["O", "P", "O", "O", "Cl", "H", "H"],
  "coordinates": [[-0.4692, -0.1812, 0.5064], [0.3360, 1.2195, 0.4600], [0.2868, 1.3091, -1.1057], [1.9451, 0.6923, 0.7749], [2.7730, -0.6797, 0.0531], [-0.9138, -0.5878, 1.2235], [-0.2242, 0.5881, -1.4463]],
  "forces_ev_per_angstrom": [[0.1, -0.2, -1.4], [1.9, -0.9, 1.7], [0.3, 1.1, -1.0], [-0.4, -0.2, -0.3], [-1.1, 1.1, 0.4], [-0.4, -0.1, 1.3], [-0.4, -0.8, -0.7]]
}